The following is a DFT calculation (wB97M-V/def2-TZVPD) of a molecular structure, C47H37BBr3MoN6O4.

Last column: Mulliken charge in e.
Positions of all 99 atoms, in Å:
Mo -0.0242 1.1210 -1.6460  -1.478
Br 7.0313 -1.0215 -2.8390  -0.072
C 5.3369 -0.2001 -2.6822  -0.823
C 5.2389 1.1919 -2.6905  -0.422
C 4.0024 1.7941 -2.6061  -0.686
C 2.8370 1.0331 -2.4963  0.144
O 1.6553 1.6335 -2.5387  -0.630
C 2.9397 -0.3708 -2.4495  0.705
C 1.7939 -1.2527 -2.4404  -0.173
N 0.5756 -0.9222 -2.1916  1.456
C -0.4697 -1.8693 -2.3866  0.521
C -0.3292 -3.2099 -2.6241  -1.002
C -1.4539 -4.0287 -2.8337  -1.214
C -2.7179 -3.5116 -2.7990  -0.913
C -2.9048 -2.1406 -2.5165  0.753
C -4.1790 -1.5335 -2.4104  -0.994
C -4.2695 -0.2129 -2.0857  -1.236
C -3.0958 0.5184 -1.8512  -0.500
N -1.8935 -0.0063 -1.9679  1.024
C -1.7752 -1.3306 -2.3059  -0.057
C 4.2069 -0.9677 -2.5676  -0.499
H 6.1325 1.7947 -2.7802  0.474
H 3.9060 2.8714 -2.6450  0.547
H 2.0124 -2.2788 -2.7294  0.199
H 0.6487 -3.6706 -2.6486  0.514
H -1.3074 -5.0826 -3.0271  0.433
H -3.5826 -4.1399 -2.9671  0.466
H -5.0676 -2.1301 -2.5749  0.479
H -5.2265 0.2786 -1.9839  0.522
H -3.1444 1.5540 -1.5386  0.584
H 4.2885 -2.0483 -2.5669  0.521
C -0.0700 0.3705 -5.1171  -0.980
C -0.8546 1.5979 -4.7721  0.678
C -1.5391 2.3055 -5.7825  -1.245
C -2.2626 3.4216 -5.4837  -0.993
C -2.3124 3.8847 -4.1515  0.335
C -3.0092 5.0373 -3.7110  0.058
Br -3.9919 6.0824 -4.9392  -0.193
C -2.9804 5.4128 -2.4007  -0.392
C -2.2505 4.6557 -1.4661  -0.002
Br -2.2081 5.1931 0.3369  -0.151
C -1.5540 3.5306 -1.8325  -0.003
O -0.8272 2.8129 -0.9689  -0.170
C -1.5990 3.1368 -3.1971  0.105
N -0.9022 1.9954 -3.5135  1.273
H 0.0904 0.3163 -6.1916  0.616
H -0.6123 -0.5266 -4.8088  0.025
H 0.8938 0.3778 -4.6104  -0.013
H -1.4783 1.9452 -6.8001  0.539
H -2.7916 3.9609 -6.2578  0.372
H -3.5110 6.2943 -2.0704  0.459
C 2.3738 2.9200 1.5215  -1.491
C 1.7464 2.5445 0.3522  -0.810
N 1.4002 1.2693 0.0973  1.625
C 1.7407 0.3486 1.0098  -0.227
C 2.2973 0.6477 2.2432  -0.228
C 2.6114 1.9721 2.5033  -0.453
C 2.3797 -0.4095 3.2834  -1.339
C 3.1195 -1.5125 3.3072  -0.602
C 4.1630 -1.9165 2.3503  1.129
C 4.7248 -3.1838 2.4379  -0.733
C 5.7181 -3.5029 1.5310  -0.253
N 6.1489 -2.6393 0.6158  -0.487
C 5.5565 -1.4473 0.6255  -0.476
N 4.5825 -1.0424 1.4303  -0.260
H 2.6292 3.9591 1.6739  0.470
H 1.4834 3.2834 -0.3886  0.543
H 1.5102 -0.6797 0.7662  1.037
H 3.0409 2.2575 3.4554  0.579
H 1.6906 -0.2558 4.1099  0.393
H 2.9712 -2.1967 4.1352  0.376
H 4.3998 -3.8911 3.1891  0.389
H 6.1929 -4.4777 1.5386  0.413
H 5.9183 -0.7220 -0.0924  0.716
C -1.8765 0.1022 6.4920  -1.590
C -2.7186 -0.9424 5.7438  2.109
C -4.1708 -0.4535 5.6511  -1.594
C -2.6984 -2.2404 6.5513  -2.117
C -2.1550 -1.1264 4.3345  0.612
C -1.6779 -2.3540 3.8725  -0.299
C -1.1513 -2.5257 2.5898  -2.156
C -1.1196 -1.4194 1.7821  -0.015
O -0.6366 -1.2869 0.4958  -0.552
B -0.7892 0.0689 0.1804  3.493
O -1.4242 0.7394 1.2172  -0.612
C -1.5945 -0.1969 2.2199  0.829
C -2.1140 -0.0166 3.4757  -1.593
H -2.2659 0.2443 7.5019  0.453
H -1.8917 1.0702 5.9891  0.335
H -0.8378 -0.2260 6.5699  0.327
H -4.5833 -0.3164 6.6524  0.459
H -4.7895 -1.1811 5.1223  0.352
H -4.2438 0.4998 5.1261  0.318
H -3.1085 -2.0519 7.5443  0.427
H -1.6831 -2.6206 6.6789  0.437
H -3.3073 -3.0162 6.0831  0.437
H -1.7072 -3.2160 4.5227  0.499
H -0.7809 -3.4857 2.2551  0.577
H -2.4681 0.9594 3.7810  0.590

Force components x, y, z for each atom (eV/Å):
Mo 0.069 -0.030 -0.035
Br -0.031 0.017 0.002
C 0.104 0.047 -0.030
C -0.048 -0.033 0.012
C 0.037 0.124 -0.012
C -0.139 -0.071 -0.022
O -0.081 -0.023 0.133
C 0.056 -0.037 0.009
C 0.061 -0.123 -0.035
N 0.006 0.086 -0.061
C -0.026 0.068 0.058
C 0.137 -0.074 -0.021
C -0.093 -0.022 -0.017
C 0.039 0.000 0.015
C -0.016 0.062 0.010
C 0.050 -0.034 -0.010
C -0.132 -0.012 -0.018
C 0.027 0.051 0.014
N -0.135 -0.050 0.034
C 0.048 0.101 0.039
C -0.066 -0.105 0.041
H -0.001 -0.007 0.000
H 0.011 -0.010 -0.003
H 0.029 0.028 0.006
H -0.026 -0.010 -0.010
H 0.020 0.009 0.002
H 0.001 0.002 -0.001
H 0.007 0.000 -0.001
H 0.024 0.017 0.006
H -0.006 -0.002 0.013
H 0.003 0.009 0.003
C -0.006 0.008 -0.004
C 0.039 -0.041 0.057
C 0.007 0.006 -0.077
C -0.006 -0.010 0.029
C 0.039 -0.059 -0.036
C -0.032 0.063 -0.009
Br 0.005 -0.012 -0.013
C -0.003 -0.010 -0.007
C 0.022 0.012 0.166
Br -0.035 0.034 -0.046
C 0.081 -0.048 0.122
O -0.100 -0.081 -0.333
C 0.045 -0.102 0.003
N -0.086 0.146 -0.049
H 0.003 -0.028 -0.003
H 0.005 0.008 -0.009
H -0.030 0.030 -0.005
H 0.001 0.004 0.009
H 0.001 0.004 0.008
H 0.001 -0.004 0.009
C 0.040 0.015 0.055
C -0.010 -0.050 0.054
N 0.081 0.148 0.216
C 0.011 -0.158 -0.107
C 0.045 -0.132 0.021
C 0.001 0.056 0.000
C -0.113 0.190 -0.041
C 0.070 -0.055 -0.026
C -0.040 0.005 -0.007
C -0.022 -0.073 0.052
C 0.039 -0.005 -0.051
N -0.065 0.088 -0.014
C 0.042 -0.050 0.080
N 0.016 0.029 -0.031
H -0.003 -0.004 -0.004
H -0.047 -0.023 -0.055
H 0.027 0.050 0.006
H -0.010 -0.004 -0.008
H 0.013 -0.015 0.011
H 0.011 0.013 0.005
H 0.007 0.006 -0.011
H -0.006 0.000 0.009
H 0.004 -0.006 -0.030
C -0.011 -0.023 -0.012
C 0.010 0.014 0.015
C 0.009 -0.014 0.001
C -0.011 0.023 -0.015
C 0.014 -0.006 -0.053
C -0.003 0.014 0.020
C 0.034 -0.055 0.026
C -0.031 -0.014 0.055
O -0.128 0.025 -0.133
B 0.178 0.049 0.074
O -0.032 0.004 -0.003
C 0.024 0.061 -0.078
C -0.014 0.010 0.027
H 0.004 0.001 -0.007
H 0.006 -0.007 0.003
H 0.000 0.013 0.006
H -0.004 0.002 -0.009
H -0.004 0.013 0.004
H -0.005 -0.007 0.005
H 0.003 -0.007 -0.001
H -0.009 -0.010 0.003
H 0.012 -0.003 0.010
H -0.004 0.008 -0.001
H -0.007 0.009 0.002
H -0.002 -0.021 0.003

- LUMO (eV) = -3.556
- DFT total energy (eV) = -279129.8557
- frontier orbital gap (eV) = 6.11
- total charge = +1